No. 1
Below is a 3-piece molecular cluster, C6H16N2 overall, with properties calculated with ωB97M-V with the def2-TZVPD basis set.

Element x y z (Å)
C 1.95 0.21 0.33
C -1.66 -1.15 0.72
C 3.07 -0.70 0.81
C -0.37 -1.61 0.79
N 2.11 0.64 -1.01
H 1.84 1.08 0.98
H 2.31 -0.15 -1.61
H 1.23 1.08 -1.35
H -2.17 -0.85 1.62
H -2.30 -1.44 -0.10
H 3.06 -1.63 0.24
H 4.04 -0.22 0.68
H 2.93 -0.94 1.86
H 0.88 -0.45 0.53
H 0.05 -1.88 1.75
H 0.00 -2.24 -0.02
C -2.89 1.49 -0.53
C -1.43 1.14 -0.52
N -0.73 0.82 -1.55
H -1.30 0.48 -2.33
H -0.87 1.54 0.32
H -3.43 0.87 -1.24
H -3.34 1.38 0.46
H -3.00 2.53 -0.83

The HOMO-LUMO gap comes out at 0.308 hartree. The value obtained for the LUMO energy is 0.027 Eh. As for the molar mass: 116.208 Da. Its HOMO energy is -7.7 eV. Its spin multiplicity is 1.

Quick look at the Löwdin charges, all values in e: number 1, C, carries -0.399; number 2, C, carries -0.104; number 3, C, carries -0.117; number 4, C, carries -0.130; number 5, N, carries -0.025; number 6, H, carries 0.102; number 7, H, carries 0.066; number 8, H, carries 0.029; number 9, H, carries 0.056; number 10, H, carries 0.057; number 11, H, carries 0.068; number 12, H, carries 0.069; number 13, H, carries 0.066; number 14, H, carries 0.074; number 15, H, carries 0.069; number 16, H, carries 0.073; number 17, C, carries -0.087; number 18, C, carries -0.334; number 19, N, carries 0.073; number 20, H, carries 0.063; number 21, H, carries 0.107; number 22, H, carries 0.075; number 23, H, carries 0.068; number 24, H, carries 0.080

***

No. 2
Below is C2H3MnO2P as an isolated structure, with properties calculated with ωB97M-V with the def2-TZVPD basis set.

Element x y z (Å)
H -1.55 1.22 0.27
O 0.12 -0.52 -1.68
C -0.25 -0.57 -0.43
H -0.94 -1.37 -0.10
C -0.62 0.65 0.32
O 0.45 1.20 0.77
Mn 1.21 0.49 -2.68
P 1.12 -0.44 1.15
H 0.47 -0.67 2.39

The net charge is +2. The HOMO-LUMO gap (spin up / spin down) comes out at 0.258 / 0.250 hartree. The value obtained for the LUMO energy (spin up / spin down) is -0.409 / -0.419 Eh. The expectation value of S² is 8.757. As for the molar mass: 144.956 Da. Its HOMO energy (spin up / spin down) is -18.2 / -18.2 eV. Its spin multiplicity is 6.

Quick look at the Löwdin charges, all values in e: number 1, H, carries 0.186; number 2, O, carries -0.256; number 3, C, carries -0.489; number 4, H, carries 0.150; number 5, C, carries -0.101; number 6, O, carries -0.187; number 7, Mn, carries 1.511; number 8, P, carries 1.200; number 9, H, carries -0.012

***

No. 3
Below is C16H52AsF6N4O8 as an isolated structure, with properties calculated with ωB97M-V with the def2-TZVPD basis set.

Element x y z (Å)
As -1.09 2.19 0.79
F -1.19 0.90 1.96
F -2.70 1.85 0.13
F -0.89 3.52 -0.42
F 0.47 2.75 1.58
F -0.16 1.14 -0.31
F -2.00 3.33 1.77
O 1.61 3.99 -3.72
H 2.22 4.64 -3.38
H 0.97 3.86 -3.02
O -1.27 7.79 1.74
H -1.02 6.88 1.61
H -1.45 7.87 2.68
O -7.28 2.02 0.29
H -6.40 1.74 0.55
H -7.30 2.96 0.46
O -3.54 2.36 4.94
H -3.41 2.93 4.18
H -2.68 2.31 5.35
C -3.11 -2.56 -1.90
C -2.89 -4.03 -2.26
C -1.59 -4.49 -1.82
O -1.45 -5.89 -2.30
C -0.29 -6.49 -1.85
N -4.03 -4.70 -1.62
H -2.96 -2.48 -0.82
H -4.14 -2.22 -2.00
H -2.44 -1.82 -2.35
H -3.02 -4.15 -3.34
H -1.52 -4.31 -0.75
H -0.74 -3.91 -2.18
H 0.10 -6.27 -0.86
H 0.46 -6.30 -2.61
H -0.52 -7.56 -1.80
H -3.73 -5.65 -1.79
H -3.84 -4.64 -0.63
C -4.79 3.26 -7.08
C -4.66 2.63 -5.70
C -5.97 2.50 -4.90
O -6.73 1.39 -5.39
C -7.85 1.20 -4.49
N -3.68 1.59 -5.78
H -3.91 3.81 -7.41
H -5.56 4.04 -7.08
H -5.03 2.55 -7.87
H -4.11 3.35 -5.08
H -6.63 3.36 -5.00
H -5.70 2.34 -3.86
H -8.55 0.54 -5.00
H -8.38 2.13 -4.30
H -7.60 0.86 -3.49
H -4.18 0.89 -6.32
H -3.61 1.14 -4.87
C 4.74 -6.28 6.02
C 4.99 -6.04 4.56
C 5.15 -4.59 4.14
O 4.04 -3.82 4.24
C 3.17 -3.91 3.10
N 6.13 -6.90 4.09
H 4.67 -7.35 6.23
H 3.73 -5.89 6.14
H 5.61 -5.99 6.60
H 4.14 -6.40 3.98
H 5.66 -4.52 3.19
H 5.84 -4.09 4.81
H 3.77 -3.56 2.26
H 2.35 -3.19 3.18
H 2.90 -4.94 2.87
H 6.96 -6.90 4.67
H 5.88 -7.87 4.15
C 5.46 1.75 1.52
C 5.65 2.99 2.43
C 5.71 4.30 1.56
O 5.65 5.44 2.41
C 5.23 6.59 1.84
N 4.49 2.93 3.23
H 4.42 1.66 1.22
H 5.70 0.83 2.05
H 6.12 1.68 0.65
H 6.56 2.88 3.02
H 4.79 4.36 0.97
H 6.58 4.19 0.92
H 6.04 6.88 1.16
H 5.06 7.37 2.59
H 4.33 6.45 1.23
H 3.75 3.02 2.55
H 4.43 3.79 3.75

The net charge is -1. The HOMO-LUMO gap comes out at 0.350 hartree. The value obtained for the LUMO energy is 0.078 Eh. As for the molar mass: 617.522 Da. Its HOMO energy is -7.4 eV. Its spin multiplicity is 1.

Quick look at the Löwdin charges, all values in e: number 1, As, carries 0.850; number 2, F, carries -0.271; number 3, F, carries -0.296; number 4, F, carries -0.323; number 5, F, carries -0.338; number 6, F, carries -0.293; number 7, F, carries -0.300; number 8, O, carries -0.056; number 9, H, carries 0.023; number 10, H, carries 0.027; number 11, O, carries -0.057; number 12, H, carries 0.031; number 13, H, carries 0.024; number 14, O, carries -0.058; number 15, H, carries 0.030; number 16, H, carries 0.026; number 17, O, carries -0.059; number 18, H, carries 0.017; number 19, H, carries 0.028; number 20, C, carries -0.063; number 21, C, carries -0.475; number 22, C, carries -0.188; number 23, O, carries -0.184; number 24, C, carries -0.153; number 25, N, carries 0.044; number 26, H, carries 0.076; number 27, H, carries 0.078; number 28, H, carries 0.080; number 29, H, carries 0.144; number 30, H, carries 0.129; number 31, H, carries 0.134; number 32, H, carries 0.085; number 33, H, carries 0.087; number 34, H, carries 0.083; number 35, H, carries 0.055; number 36, H, carries 0.067; number 37, C, carries -0.070; number 38, C, carries -0.464; number 39, C, carries -0.197; number 40, O, carries -0.188; number 41, C, carries -0.102; number 42, N, carries 0.048; number 43, H, carries 0.073; number 44, H, carries 0.069; number 45, H, carries 0.074; number 46, H, carries 0.131; number 47, H, carries 0.118; number 48, H, carries 0.122; number 49, H, carries 0.083; number 50, H, carries 0.075; number 51, H, carries 0.085; number 52, H, carries 0.067; number 53, H, carries 0.077; number 54, C, carries -0.068; number 55, C, carries -0.429; number 56, C, carries -0.284; number 57, O, carries -0.168; number 58, C, carries -0.064; number 59, N, carries 0.025; number 60, H, carries 0.068; number 61, H, carries 0.086; number 62, H, carries 0.084; number 63, H, carries 0.126; number 64, H, carries 0.122; number 65, H, carries 0.129; number 66, H, carries 0.084; number 67, H, carries 0.096; number 68, H, carries 0.079; number 69, H, carries 0.058; number 70, H, carries 0.056; number 71, C, carries -0.067; number 72, C, carries -0.438; number 73, C, carries -0.176; number 74, O, carries -0.197; number 75, C, carries -0.154; number 76, N, carries 0.031; number 77, H, carries 0.078; number 78, H, carries 0.071; number 79, H, carries 0.067; number 80, H, carries 0.134; number 81, H, carries 0.121; number 82, H, carries 0.120; number 83, H, carries 0.086; number 84, H, carries 0.092; number 85, H, carries 0.088; number 86, H, carries 0.072; number 87, H, carries 0.071

***

| no. | calculated total energy (Eh) |
| --- | --- |
| 1 | -347.5987 |
| 2 | -1719.9867 |
| 3 | -4296.7779 |